No. 1
The following is a DFT calculation (the ωB97M-V functional and the def2-TZVPD basis) of the molecule C3H3BrClNO.

Atoms and positions in Å:
C: -0.440 -0.997 -0.357
C: 0.948 -0.285 -0.216
C: 0.486 0.948 0.480
N: -1.219 -0.037 0.147
O: -0.695 -2.085 -0.785
Cl: 0.458 2.418 -0.328
Br: -3.021 0.034 0.336
H: 1.629 -0.905 0.365
H: 1.368 -0.097 -1.202
H: 0.485 1.006 1.561

Summary:
- Total charge: 0
- Max |F|: 0.0685 Eh/bohr
- Kohn-Sham gap: 0.31305 hartree
- Total energy: -3280.22540 Eh
- Energy relative to the best compared isomer or geometry (same formula, charge and spin): 44.10 kcal/mol


No. 2
The following is a DFT calculation (the ωB97M-V functional and the def2-TZVPD basis) of a cluster of 2 separate species, C3H3BrN5O in total.

Atoms and positions in Å:
C: 3.249 -0.515 -0.231
C: 0.838 -0.045 -1.173
C: -0.371 0.292 -0.349
N: 4.924 -1.582 0.214
N: 4.469 -0.715 -0.709
N: 2.956 -1.036 0.938
N: 4.058 -1.740 1.195
N: 1.841 0.874 -1.261
O: 0.767 -1.046 -1.880
Br: 1.841 2.427 -0.280
H: -0.233 0.644 0.654
H: -0.753 -0.739 -0.260
H: -1.194 0.987 -0.860

Summary:
- Total charge: -1
- Max |F|: 0.0954 Eh/bohr
- Kohn-Sham gap (spin up / spin down): 0.31715 / 0.31709 hartree
- Total energy: -3039.03996 Eh
- Energy relative to the best compared isomer or geometry (same formula, charge and spin): 104.44 kcal/mol


No. 3
The following is a DFT calculation (the ωB97M-V functional and the def2-TZVPD basis) of the molecule C3H3BrO2.

Atoms and positions in Å:
C: -1.490 1.718 0.139
C: -0.547 0.652 0.568
C: 0.491 0.073 -0.336
O: -1.618 2.826 -0.246
O: -1.930 0.485 0.090
Br: 2.206 0.690 0.030
H: -0.179 0.436 1.623
H: 0.268 0.380 -1.410
H: 0.530 -1.100 -0.315

Summary:
- Total charge: 0
- Max |F|: 0.0751 Eh/bohr
- Kohn-Sham gap: 0.40685 hartree
- Total energy: -2840.54084 Eh
- SMILES: O=C1O[C@H]1CBr
- Energy relative to the best compared isomer or geometry (same formula, charge and spin): 27.92 kcal/mol


No. 4
The following is a DFT calculation (the ωB97M-V functional and the def2-TZVPD basis) of the molecule C3H3BrO2.

Atoms and positions in Å:
C: -0.557 0.564 0.489
C: -0.216 0.847 -1.270
C: 0.365 -0.563 0.923
O: -1.703 0.950 0.982
O: -0.812 0.240 -2.110
Br: 1.153 -2.011 -0.621
H: 0.698 1.511 -1.451
H: -0.131 -1.240 1.525
H: 1.204 -0.296 1.532

Summary:
- Total charge: 0
- Max |F|: 0.1427 Eh/bohr
- Kohn-Sham gap: 0.29851 hartree
- Total energy: -2840.48952 Eh
- SMILES: O=CC(=O)CBr
- Energy relative to the best compared isomer or geometry (same formula, charge and spin): 60.12 kcal/mol